{"formula": "C22H32N2OP2Zr", "method": "ωB97M-V/def2-TZVPD", "e_above_lowest_kj_mol": 0.0, "e_lumo_ev": -6.340, "energy_ha": -1771.47604, "total_charge": 2, "largest_force_ha_per_bohr": 0.0729, "elements": ["C", "C", "C", "C", "C", "C", "C", "C", "C", "C", "C", "C", "C", "H", "H", "H", "H", "H", "H", "H", "N", "Zr", "C", "H", "H", "C", "H", "H", "P", "P", "C", "H", "H", "H", "C", "H", "H", "H", "C", "H", "H", "H", "C", "H", "H", "H", "H", "H", "C", "N", "C", "C", "O", "H", "H", "H", "H", "H", "H", "H"], "xyz": [[3.4414, -1.8419, 2.5681], [2.6806, -1.4776, 1.4490], [1.4012, -2.0655, 1.2996], [0.8180, -2.7991, 2.3277], [1.6350, -3.1540, 3.4537], [2.9054, -2.6968, 3.5366], [-0.6619, -2.8390, 2.1832], [-1.0562, -3.3632, 0.8460], [-0.4535, -2.6792, -0.1841], [-0.9123, -2.7626, -1.5229], [-1.9592, -3.6547, -1.7901], [-2.5312, -4.4177, -0.7624], [-2.0951, -4.3050, 0.5530], [4.4325, -1.4104, 2.6580], [1.1867, -3.7610, 4.2512], [3.5407, -2.9332, 4.3875], [-1.0908, -3.5079, 2.9793], [-2.3167, -3.7151, -2.7935], [-3.3473, -5.0670, -1.0061], [-2.5384, -4.8679, 1.3461], [0.5463, -1.6839, 0.1928], [-0.3802, 0.0980, 0.6303], [3.0677, -0.3262, 0.5210], [2.8886, -0.5979, -0.5281], [4.1227, -0.1306, 0.6804], [-0.3941, -1.7628, -2.5519], [0.7000, -1.8509, -2.6458], [-0.8634, -2.0024, -3.5099], [2.1725, 1.2005, 0.9381], [-0.7880, -0.0814, -2.0424], [-2.5673, 0.0053, -2.4854], [-3.0017, 0.9416, -2.1089], [-2.6910, -0.0397, -3.5790], [-3.1047, -0.8341, -2.0284], [-0.0669, 0.8804, -3.4360], [-0.5537, 0.5869, -4.3898], [-0.2098, 1.9617, -3.2758], [1.0147, 0.6679, -3.4991], [3.0470, 1.8633, 2.3777], [4.0747, 2.1011, 2.1292], [2.5308, 2.7546, 2.7089], [3.0230, 1.1324, 3.1731], [2.4139, 2.3984, -0.4179], [1.7568, 3.2680, -0.2852], [3.4639, 2.7327, -0.4054], [2.1968, 1.9307, -1.3952], [-0.9998, -1.7715, 2.1997], [0.7117, 1.1606, 1.7338], [-1.0287, 4.1405, -1.2747], [-2.0563, 3.9150, -0.2688], [-3.0857, 4.9466, -0.0949], [-2.1829, 2.8007, 0.4385], [-1.4204, 1.7694, 0.3108], [-1.2526, 5.1199, -1.7170], [-1.0634, 3.3778, -2.0649], [-0.0246, 4.1758, -0.8396], [-4.0950, 4.5519, -0.3264], [-3.1119, 5.3369, 0.9407], [-2.8659, 5.7690, -0.7776], [-3.0019, 2.8123, 1.1934]]}